(1)
Computed, not measured: C57H81BrIrN4O5 as an isolated structure in a non-equilibrium geometry, with wB97M-V/def2-TZVPD.

Summary:
Spin multiplicity: 6
ΔE to the lowest compared entry with this formula, charge and spin (kcal/mol): 42.46
Total energy (a.u.): -5494.018000
Highest occupied orbital energy (spin up / spin down) (eV): -6.8 / -6.9

Cartesian coordinates (Å):
Ir  -0.249  -0.178  0.455
C  -3.406  -5.789  -3.333
C  -2.313  -6.320  -2.400
C  -1.532  -7.416  -3.140
C  -3.005  -6.902  -1.158
C  -1.353  -5.231  -1.953
C  -1.390  -3.937  -2.451
C  -0.624  -2.918  -1.915
C  -0.839  -1.569  -2.555
N  -0.109  -0.365  -2.149
C  1.309  -0.382  -2.508
C  2.382  -0.055  -1.414
N  1.963  0.375  -0.072
C  2.074  1.810  0.178
C  1.235  2.711  -0.743
N  -0.139  2.274  -0.997
C  -0.408  2.132  -2.422
C  -0.834  0.722  -2.809
C  -1.149  3.121  -0.364
C  -2.570  2.596  -0.205
C  -3.564  3.540  -0.071
C  -4.888  3.211  0.228
C  -5.174  1.877  0.491
C  -4.233  0.873  0.410
C  -2.916  1.211  -0.053
O  -2.116  0.290  -0.417
C  -4.616  -0.532  0.872
C  -5.059  -0.413  2.341
C  -3.485  -1.567  0.844
C  -5.784  -1.072  0.028
C  -5.926  4.318  0.321
C  -6.047  5.008  -1.047
C  -5.459  5.317  1.390
C  -7.315  3.815  0.727
C  2.777  -0.353  0.928
C  2.624  -0.057  2.401
C  3.775  0.255  3.092
C  3.828  0.259  4.483
C  2.624  0.058  5.156
C  1.432  -0.263  4.539
C  1.413  -0.415  3.099
O  0.432  -0.911  2.465
C  0.250  -0.543  5.467
C  0.525  -1.871  6.195
C  0.111  0.593  6.500
C  -1.108  -0.665  4.780
C  5.133  0.312  5.259
C  6.362  0.344  4.345
C  5.211  -0.956  6.129
C  5.187  1.545  6.170
C  0.211  -3.161  -0.788
O  0.774  -2.206  -0.158
C  0.429  -4.546  -0.434
C  -0.371  -5.510  -0.994
C  1.580  -4.892  0.497
C  2.863  -4.339  -0.143
C  1.786  -6.400  0.673
C  1.350  -4.265  1.878
H  -4.119  -6.582  -3.549
H  -2.988  -5.449  -4.278
H  -3.945  -4.968  -2.865
H  -2.208  -8.198  -3.480
H  -0.779  -7.866  -2.498
H  -1.030  -6.991  -4.007
H  -3.735  -7.656  -1.447
H  -3.524  -6.110  -0.621
H  -2.293  -7.363  -0.480
H  -2.049  -3.696  -3.271
H  -1.896  -1.337  -2.391
H  -0.705  -1.716  -3.647
H  1.476  0.309  -3.343
H  1.547  -1.383  -2.876
H  3.066  0.695  -1.832
H  2.966  -0.969  -1.294
H  3.125  2.135  0.081
H  1.762  1.956  1.212
H  1.763  2.779  -1.701
H  1.251  3.720  -0.306
H  0.468  2.436  -3.008
H  -1.230  2.793  -2.725
H  -0.762  0.620  -3.906
H  -1.882  0.620  -2.532
H  -1.213  4.085  -0.910
H  -0.784  3.358  0.639
H  -3.298  4.579  -0.207
H  -6.174  1.621  0.795
H  -4.255  0.041  2.911
H  -5.260  -1.401  2.748
H  -5.960  0.186  2.452
H  -2.621  -1.203  1.407
H  -3.177  -1.801  -0.172
H  -3.836  -2.485  1.316
H  -6.653  -0.419  0.075
H  -6.081  -2.051  0.401
H  -5.487  -1.180  -1.014
H  -5.089  5.397  -1.379
H  -6.757  5.832  -1.004
H  -6.391  4.293  -1.791
H  -4.544  5.824  1.093
H  -5.262  4.792  2.324
H  -6.226  6.069  1.566
H  -7.711  3.112  -0.002
H  -8.004  4.657  0.790
H  -7.288  3.341  1.704
H  3.838  -0.197  0.679
H  2.545  -1.413  0.802
H  4.674  0.440  2.526
H  2.641  0.111  6.234
H  1.492  -1.875  6.693
H  0.505  -2.690  5.481
H  -0.249  -2.043  6.941
H  0.911  0.590  7.236
H  -0.829  0.484  7.037
H  0.101  1.556  5.994
H  -1.094  -1.389  3.973
H  -1.408  0.293  4.375
H  -1.857  -0.966  5.511
H  6.394  -0.526  3.694
H  7.266  0.344  4.951
H  6.370  1.246  3.737
H  5.074  -1.847  5.520
H  4.443  -0.951  6.898
H  6.179  -1.018  6.623
H  5.175  2.456  5.576
H  6.103  1.530  6.759
H  4.343  1.570  6.853
H  -0.242  -6.532  -0.682
H  3.022  -4.800  -1.117
H  3.724  -4.547  0.487
H  2.786  -3.266  -0.279
H  1.966  -6.886  -0.284
H  0.935  -6.871  1.156
H  2.660  -6.568  1.300
H  1.131  -3.206  1.791
H  2.234  -4.389  2.501
H  0.506  -4.745  2.369
Br  0.927  6.460  4.164
C  -0.519  5.218  4.068
C  -1.736  5.513  4.666
N  -2.754  4.674  4.613
C  -2.614  3.531  3.966
C  -1.434  3.150  3.334
C  -0.355  4.022  3.393
C  -1.334  1.842  2.558
O  -2.310  1.105  2.530
O  -0.230  1.660  1.980
H  -1.893  6.434  5.212
H  -3.474  2.876  3.951
H  0.585  3.753  2.931

(2)
Computed, not measured: a 13-piece molecular cluster, C58H136N13O18 overall in a non-equilibrium geometry, with wB97M-V/def2-TZVPD.

Summary:
Spin multiplicity: 1
Total charge: +3
Total energy (a.u.): -4356.148024
Highest occupied orbital energy (eV): -13.1

Cartesian coordinates (Å):
C  14.761  -30.940  -12.173
C  15.563  -29.905  -11.511
O  16.698  -29.637  -11.782
N  14.804  -29.410  -10.435
H  14.681  -27.876  -10.435
H  13.818  -29.614  -10.548
C  15.195  -29.695  -9.085
H  15.372  -31.795  -12.443
H  14.398  -30.592  -13.133
H  13.926  -31.190  -11.515
H  16.284  -29.638  -8.982
H  14.937  -30.730  -8.783
H  14.712  -29.051  -8.351
C  8.160  -26.369  -15.709
C  8.285  -26.232  -14.178
C  9.205  -25.051  -13.654
C  9.119  -24.783  -12.104
N  9.700  -23.400  -11.657
C  9.675  -23.259  -10.086
C  9.228  -21.865  -9.812
C  8.343  -21.460  -10.984
C  8.853  -22.285  -12.175
C  11.116  -23.157  -12.115
H  7.559  -25.566  -16.169
H  7.728  -27.311  -16.035
H  9.131  -26.338  -16.247
H  8.667  -27.169  -13.791
H  7.241  -26.210  -13.861
H  8.887  -24.145  -14.166
H  10.264  -25.214  -13.931
H  9.711  -25.572  -11.646
H  8.082  -24.754  -11.749
H  10.687  -23.540  -9.747
H  9.006  -24.005  -9.649
H  10.093  -21.199  -9.781
H  8.776  -21.788  -8.823
H  8.348  -20.380  -11.247
H  7.288  -21.713  -10.767
H  9.477  -21.662  -12.808
H  8.034  -22.682  -12.757
H  11.231  -23.175  -13.209
H  11.731  -23.922  -11.640
H  11.406  -22.167  -11.734
C  12.210  -24.232  -16.694
C  11.736  -25.364  -17.675
C  11.956  -26.771  -16.934
C  11.670  -28.051  -17.763
N  11.681  -29.445  -17.068
C  13.088  -29.772  -16.369
C  13.520  -31.150  -16.841
C  12.265  -31.774  -17.434
C  11.534  -30.573  -18.105
C  10.587  -29.496  -16.034
H  13.281  -24.344  -16.503
H  11.590  -24.271  -15.806
H  12.092  -23.263  -17.181
H  12.264  -25.360  -18.638
H  10.673  -25.263  -17.881
H  11.331  -26.745  -16.027
H  12.997  -26.880  -16.547
H  12.365  -28.146  -18.604
H  10.649  -28.003  -18.214
H  12.848  -29.787  -15.303
H  13.732  -28.917  -16.598
H  13.832  -31.720  -15.982
H  14.343  -31.091  -17.547
H  11.648  -32.289  -16.668
H  12.494  -32.459  -18.254
H  10.485  -30.764  -18.332
H  12.073  -30.238  -18.992
H  9.695  -29.036  -16.479
H  10.921  -28.963  -15.146
H  10.481  -30.548  -15.778
C  16.317  -27.905  -17.236
C  16.874  -29.052  -16.401
C  18.378  -28.832  -16.200
C  19.101  -30.014  -15.542
N  20.532  -29.735  -15.009
C  21.142  -31.036  -14.659
C  20.464  -31.361  -13.288
C  20.128  -29.970  -12.661
C  20.541  -28.938  -13.690
C  21.288  -28.943  -16.044
H  17.017  -27.676  -18.075
H  16.205  -26.979  -16.702
H  15.387  -28.102  -17.734
H  16.618  -30.051  -16.793
H  16.354  -28.977  -15.435
H  18.431  -27.909  -15.630
H  18.805  -28.503  -17.147
H  19.119  -30.862  -16.244
H  18.541  -30.346  -14.649
H  22.203  -30.874  -14.457
H  21.023  -31.715  -15.510
H  21.128  -31.861  -12.594
H  19.609  -32.014  -13.474
H  20.812  -29.897  -11.827
H  19.137  -29.772  -12.259
H  21.620  -28.760  -13.571
H  19.941  -28.013  -13.822
H  21.296  -29.569  -16.963
H  22.340  -28.899  -15.745
H  20.856  -27.949  -16.192
C  18.135  -19.815  -20.774
C  17.870  -20.591  -19.465
C  18.219  -19.809  -18.155
C  18.030  -20.741  -16.925
N  18.481  -20.142  -15.534
C  19.923  -19.623  -15.517
C  20.326  -19.587  -14.038
C  19.732  -20.941  -13.562
C  18.454  -21.108  -14.337
C  17.571  -19.019  -15.197
H  19.155  -19.415  -20.687
H  17.376  -19.047  -20.836
H  18.038  -20.528  -21.583
H  18.468  -21.522  -19.446
H  16.835  -20.945  -19.426
H  17.638  -18.887  -18.081
H  19.286  -19.554  -18.209
H  18.647  -21.649  -17.007
H  16.985  -21.011  -16.719
H  19.960  -18.647  -16.012
H  20.595  -20.269  -16.103
H  19.937  -18.747  -13.440
H  21.434  -19.603  -13.917
H  19.607  -21.045  -12.472
H  20.383  -21.790  -13.844
H  17.561  -20.858  -13.737
H  18.262  -22.122  -14.687
H  17.858  -18.531  -14.256
H  16.560  -19.422  -15.125
H  17.564  -18.350  -16.054
C  14.502  -20.910  -10.723
C  14.446  -19.785  -9.663
C  14.846  -20.318  -8.248
C  15.237  -19.153  -7.297
N  15.819  -19.559  -5.985
C  14.909  -20.534  -5.171
C  14.565  -19.822  -3.864
C  15.807  -18.942  -3.678
C  16.066  -18.374  -5.113
C  17.090  -20.253  -6.206
H  14.208  -20.548  -11.715
H  13.729  -21.624  -10.467
H  15.489  -21.397  -10.702
H  13.415  -19.435  -9.643
H  15.081  -18.974  -10.018
H  15.720  -20.952  -8.406
H  14.110  -20.972  -7.760
H  14.368  -18.565  -7.012
H  15.957  -18.481  -7.762
H  15.513  -21.431  -5.000
H  14.075  -20.842  -5.764
H  14.464  -20.577  -3.087
H  13.626  -19.250  -3.938
H  16.729  -19.427  -3.338
H  15.604  -18.106  -2.978
H  17.110  -18.061  -5.193
H  15.345  -17.621  -5.365
H  16.901  -21.180  -6.770
H  17.545  -20.481  -5.235
H  17.706  -19.558  -6.789
C  20.521  -24.668  -7.972
N  19.622  -25.189  -6.860
C  20.096  -26.492  -6.404
C  19.484  -24.205  -5.811
C  18.255  -25.331  -7.398
C  18.001  -26.502  -8.319
O  18.940  -26.605  -9.327
H  21.477  -24.498  -7.438
H  20.176  -23.674  -8.312
H  20.653  -25.305  -8.857
H  20.166  -27.146  -7.288
H  19.360  -26.868  -5.690
H  21.082  -26.333  -5.930
H  19.017  -23.319  -6.267
H  20.483  -23.918  -5.529
H  18.922  -24.533  -4.956
H  18.072  -24.396  -7.897
H  17.563  -25.380  -6.563
H  17.035  -26.217  -8.710
H  17.892  -27.414  -7.708
H  18.688  -26.287  -10.207
C  16.375  -23.413  -13.097
N  15.502  -24.573  -12.939
C  14.427  -24.217  -12.014
C  14.873  -24.807  -14.250
C  16.284  -25.698  -12.394
C  17.363  -26.353  -13.281
O  18.621  -25.787  -13.414
H  16.997  -23.595  -13.982
H  17.000  -23.256  -12.216
H  15.775  -22.518  -13.292
H  13.849  -25.126  -11.780
H  13.789  -23.448  -12.471
H  14.812  -23.875  -11.039
H  15.661  -25.075  -14.947
H  14.380  -23.838  -14.424
H  14.146  -25.638  -14.125
H  15.551  -26.448  -12.136
H  16.704  -25.316  -11.468
H  17.038  -26.689  -14.284
H  17.530  -27.338  -12.771
H  18.683  -25.627  -14.361
N  13.909  -21.548  -14.906
O  13.183  -22.309  -14.223
O  13.779  -21.370  -16.109
O  14.869  -21.009  -14.361
N  13.436  -26.900  -9.514
O  13.069  -25.764  -9.236
O  14.501  -26.952  -10.227
O  13.014  -27.896  -8.938
N  12.989  -28.219  -12.830
O  12.635  -29.003  -11.989
O  14.124  -28.266  -13.249
O  12.203  -27.379  -13.344
N  18.434  -24.923  -16.662
O  18.461  -24.928  -17.849
O  18.928  -25.880  -16.026
O  17.826  -24.031  -16.056
N  18.358  -22.895  -9.618
O  19.347  -22.169  -9.812
O  18.268  -23.976  -10.174
O  17.426  -22.474  -8.979